1.
Here is 8 unconnected molecules or ions with the total composition C20H54F6O19PS7 in a non-equilibrium geometry from OMol25. Energies are from wB97M-V/def2-TZVPD.

```
107
Properties=species:S:1:pos:R:3
P 0.329 10.416 15.541
F 0.393 12.009 15.199
F 0.515 10.111 13.948
F 1.951 10.433 15.554
F 0.387 8.844 15.939
F 0.209 10.812 17.131
F -1.266 10.302 15.409
O 4.743 15.037 16.855
S 3.638 14.549 16.065
O 2.468 15.337 15.750
O 4.259 13.990 14.638
C 3.254 13.693 13.633
C 3.835 12.583 12.796
C 3.059 13.006 16.714
H 3.088 14.628 13.102
H 2.332 13.409 14.144
H 4.674 12.919 12.185
H 3.096 12.264 12.055
H 4.145 11.721 13.383
H 3.904 12.432 17.078
H 2.497 12.567 15.896
H 2.298 13.214 17.464
O 2.539 11.201 20.071
S 3.221 9.979 19.800
O 4.576 10.013 19.294
O 3.174 9.126 21.190
C 3.899 7.885 21.234
C 5.212 8.166 21.980
C 2.229 8.899 18.728
H 4.112 7.503 20.235
H 3.294 7.146 21.753
H 5.942 7.367 21.810
H 5.042 8.200 23.054
H 5.723 9.040 21.583
H 2.215 9.285 17.711
H 1.217 8.862 19.127
H 2.600 7.876 18.724
O 1.705 6.710 14.228
S 2.884 5.894 14.426
O 3.282 4.947 13.426
O 4.195 6.859 14.656
C 3.998 8.116 15.307
C 5.279 8.718 15.804
C 2.830 5.093 16.028
H 3.165 7.989 16.013
H 3.490 8.713 14.536
H 5.040 9.685 16.250
H 6.022 8.886 15.026
H 5.741 8.094 16.572
H 2.223 4.205 15.876
H 2.420 5.859 16.683
H 3.834 4.847 16.363
O 0.951 15.403 11.762
S -0.183 14.526 11.917
O -1.352 14.678 11.099
O 0.353 13.001 11.685
C -0.569 11.935 12.026
C -0.085 10.729 11.265
C -0.694 14.517 13.657
H -1.565 12.261 11.717
H -0.512 11.763 13.103
H 0.281 10.950 10.266
H -0.887 9.984 11.195
H 0.674 10.147 11.792
H -1.018 15.514 13.941
H 0.200 14.222 14.204
H -1.491 13.795 13.810
O -2.081 13.345 24.140
S -2.743 13.327 22.879
O -3.357 14.468 22.276
O -1.698 12.672 21.842
C -1.949 12.931 20.434
C -0.869 12.251 19.622
C -4.011 12.049 22.949
H -2.042 14.000 20.235
H -2.966 12.568 20.248
H -0.711 11.228 19.953
H 0.042 12.842 19.690
H -1.150 12.220 18.570
H -4.429 11.887 21.960
H -4.783 12.436 23.615
H -3.642 11.126 23.387
O -4.215 7.606 19.817
S -3.224 8.619 20.019
O -3.602 9.975 20.330
O -2.235 8.099 21.222
C -1.501 9.100 21.936
C -0.770 8.330 23.041
C -1.991 8.648 18.652
H -2.098 9.905 22.355
H -0.722 9.499 21.279
H 0.076 8.920 23.402
H -0.351 7.406 22.645
H -1.389 8.091 23.905
H -1.944 9.674 18.302
H -2.252 7.952 17.862
H -1.096 8.311 19.165
C -1.575 8.207 12.760
S -2.608 6.840 12.122
O -3.643 6.436 13.133
C -3.519 7.812 10.845
H -1.266 8.016 13.785
H -2.073 9.179 12.772
H -0.714 8.310 12.100
H -4.327 8.371 11.310
H -3.778 7.192 9.993
H -2.793 8.542 10.473
```

Computed properties:
Net charge: -1
ΔE to the lowest compared entry with this formula, charge and spin: 0.000 eV

These are the Mulliken partial charges, in e, on atoms 1 to 8:
1. P 1.705
2. F -0.415
3. F -0.485
4. F -0.408
5. F -0.356
6. F -0.217
7. F -0.389
8. O -0.658

---

2.
Here is a molecular structure, C16H22N4O2S from OMol25. Energies are from wB97M-V/def2-TZVPD.

```
45
Properties=species:S:1:pos:R:3
C -1.142 0.342 -3.931
C -0.707 1.074 -2.669
C -0.893 0.260 -1.364
C -2.362 -0.098 -1.106
C -0.094 -0.973 -1.440
N 0.551 -1.924 -1.479
C -0.395 1.162 -0.215
O -1.095 2.080 0.169
N 0.845 0.909 0.253
C 1.481 1.734 1.269
C 2.031 0.880 2.376
C 3.312 0.728 2.690
C 4.477 1.404 2.028
N 5.562 0.479 1.700
C 5.661 -0.224 0.528
O 6.734 -0.533 0.058
C 4.353 -0.645 -0.139
C 4.096 0.061 -1.441
C 3.891 -0.499 -2.667
C 3.637 0.493 -3.655
C 3.379 0.210 -5.104
N 3.652 1.734 -3.227
S 3.984 1.758 -1.619
H -0.964 0.968 -4.804
H -0.583 -0.587 -4.065
H -2.204 0.099 -3.913
H 0.346 1.360 -2.748
H -1.279 1.994 -2.537
H -2.472 -0.606 -0.148
H -2.945 0.820 -1.078
H -2.742 -0.752 -1.888
H 1.376 0.158 -0.159
H 2.249 2.356 0.809
H 0.708 2.401 1.650
H 1.288 0.332 2.947
H 3.574 0.066 3.510
H 4.160 1.965 1.148
H 4.899 2.138 2.716
H 6.475 0.738 2.044
H 4.454 -1.710 -0.345
H 3.514 -0.524 0.546
H 3.907 -1.562 -2.857
H 3.253 -0.857 -5.277
H 2.484 0.732 -5.441
H 4.214 0.562 -5.710
```

Computed properties:
ΔE to the lowest compared entry with this formula, charge and spin: 1.152 eV

These are the Mulliken partial charges, in e, on atoms 1 to 8:
1. C -1.313
2. C -0.690
3. C 2.385
4. C -1.906
5. C -0.484
6. N -0.575
7. C 0.085
8. O -0.687

---

3.
Here is 2 unconnected molecules or ions with the total composition C3H7NO5 in a non-equilibrium geometry from OMol25. Energies are from wB97M-V/def2-TZVPD.

```
16
Properties=species:S:1:pos:R:3
C 0.355 1.350 0.140
C -0.551 0.430 -0.526
C 0.320 -1.907 -0.032
N -1.577 -0.202 0.071
O -2.518 -0.776 -0.775
O -1.843 -0.137 1.237
O -0.569 -2.630 -0.210
O 1.308 -1.590 -0.838
O 0.655 -1.432 1.203
H -0.042 1.639 1.194
H 0.463 2.249 -0.284
H 1.437 1.153 0.219
H -0.424 0.096 -1.571
H -3.153 -1.368 -0.387
H 1.960 -1.113 -0.268
H 0.147 -1.897 1.854
```

Computed properties:
Structure (SMILES): C/C=[N+](\[O-])O.O=C(O)O
ΔE to the lowest compared entry with this formula, charge and spin: 4.768 eV

These are the Mulliken partial charges, in e, on atoms 1 to 8:
1. C -1.134
2. C -0.153
3. C 0.618
4. N 0.807
5. O -0.449
6. O -0.724
7. O -0.486
8. O -0.459

---

4.
Here is a molecular structure, C7H17NO in a non-equilibrium geometry from OMol25. Energies are from wB97M-V/def2-TZVPD.

```
26
Properties=species:S:1:pos:R:3
C 1.340 1.664 -1.495
C 2.270 0.596 -2.030
H 1.350 2.573 -2.010
H 0.299 1.209 -1.364
H 1.788 1.861 -0.482
H 2.069 0.600 -3.167
H 3.427 0.750 -1.894
H 2.311 -0.496 -1.747
C -1.789 0.086 0.895
C -1.572 1.555 1.152
C -0.139 -0.998 2.626
C -0.645 -1.836 -1.080
C 0.203 -1.125 -0.014
O 1.381 -1.201 -0.021
N -0.660 -0.912 1.094
H -2.737 -0.327 1.354
H -2.106 -0.429 -0.087
H -1.493 2.301 0.471
H -0.422 1.872 1.127
H -0.552 -0.309 3.162
H -1.705 -1.488 -1.218
H -0.859 -2.882 -0.696
H -2.175 2.106 1.963
H -0.391 -2.241 3.077
H 0.959 -0.999 2.434
H -0.152 -1.931 -2.052
```

Computed properties:
ΔE to the lowest compared entry with this formula, charge and spin: 5.773 eV

These are the Mulliken partial charges, in e, on atoms 1 to 8:
1. C -0.531
2. C -0.887
3. H 0.464
4. H 0.025
5. H 0.175
6. H 0.239
7. H 0.280
8. H 0.254